DFT (the ωB97M-V functional and the def2-TZVPD basis) results for C50H62InO3 as an isolated structure.

Summary:
Lowest unoccupied orbital energy in hartree: 0.0790
Net charge: -1
HOMO energy in eV: -4.82

Last column: Löwdin charge in e.
Positions of all 116 atoms, in Å:
C (8.583, -1.891, 0.790)  -0.08
C (7.070, -1.866, 0.631)  -0.29
O (6.597, -1.020, -0.376)  -0.16
C (6.751, 0.365, -0.106)  -0.21
C (5.918, 0.921, 1.059)  -0.38
O (5.038, 1.941, 0.694)  -0.41
In (3.325, 1.222, -0.304)  0.55
C (2.029, 0.024, 1.091)  -0.28
C (0.830, -0.321, 0.269)  -0.38
O (-0.024, -1.296, 0.890)  -0.16
C (-1.224, -1.489, 0.186)  -0.29
C (-2.300, -0.477, 0.569)  -0.06
H (9.104, -1.967, -0.156)  0.07
H (8.829, -2.782, 1.363)  0.07
H (8.944, -1.051, 1.371)  0.06
H (6.635, -1.659, 1.609)  0.11
H (6.745, -2.865, 0.364)  0.10
H (7.806, 0.611, 0.039)  0.11
H (6.424, 0.887, -0.996)  0.10
H (6.618, 1.326, 1.800)  0.10
H (5.388, 0.103, 1.563)  0.09
H (2.325, 2.591, -0.846)  -0.10
H (3.831, 0.142, -1.620)  -0.07
H (1.723, 0.629, 1.939)  0.02
H (2.530, -0.873, 1.436)  0.03
H (0.270, 0.597, 0.076)  0.09
H (1.143, -0.706, -0.707)  0.09
H (-1.045, -1.445, -0.889)  0.11
H (-1.601, -2.490, 0.391)  0.09
H (-1.817, 0.447, 0.863)  0.06
H (-2.978, -0.257, -0.249)  0.05
H (-2.873, -0.815, 1.426)  0.06
C (0.498, 4.843, 2.765)  -0.09
C (0.312, 3.531, 2.353)  -0.07
C (-0.543, 2.697, 3.060)  -0.08
C (-1.218, 3.176, 4.176)  -0.10
C (-1.047, 4.494, 4.575)  -0.13
C (-0.188, 5.327, 3.871)  -0.12
H (1.163, 5.493, 2.211)  0.10
H (0.827, 3.153, 1.479)  0.08
H (-0.679, 1.671, 2.742)  0.09
H (-1.888, 2.525, 4.724)  0.10
H (-1.593, 4.877, 5.429)  0.10
H (-0.065, 6.359, 4.175)  0.10
C (6.186, -5.881, -0.708)  -0.09
C (7.565, -6.017, -0.776)  -0.09
C (8.150, -7.267, -0.633)  -0.10
C (7.353, -8.385, -0.427)  -0.11
C (5.973, -8.250, -0.362)  -0.10
C (5.389, -6.998, -0.499)  -0.09
H (5.734, -4.904, -0.820)  0.10
H (8.178, -5.140, -0.942)  0.10
H (9.227, -7.370, -0.680)  0.10
H (7.807, -9.361, -0.317)  0.10
H (5.351, -9.122, -0.201)  0.10
H (4.314, -6.891, -0.443)  0.10
C (-7.423, 0.875, 1.656)  -0.10
C (-6.962, 0.137, 2.738)  -0.10
C (-6.230, -1.023, 2.526)  -0.10
C (-5.954, -1.441, 1.233)  -0.11
C (-6.413, -0.702, 0.151)  -0.10
C (-7.150, 0.455, 0.362)  -0.10
H (-7.989, 1.783, 1.821)  0.10
H (-7.170, 0.469, 3.747)  0.10
H (-5.869, -1.597, 3.370)  0.10
H (-5.375, -2.340, 1.066)  0.10
H (-6.192, -1.027, -0.858)  0.10
H (-7.501, 1.034, -0.482)  0.10
C (-1.355, -5.679, 0.131)  -0.09
C (-0.863, -6.768, -0.573)  -0.09
C (-1.719, -7.789, -0.961)  -0.10
C (-3.069, -7.719, -0.648)  -0.11
C (-3.562, -6.628, 0.055)  -0.10
C (-2.704, -5.610, 0.446)  -0.10
H (-0.687, -4.881, 0.434)  0.10
H (0.189, -6.820, -0.822)  0.10
H (-1.334, -8.640, -1.509)  0.10
H (-3.738, -8.514, -0.953)  0.10
H (-4.616, -6.572, 0.298)  0.10
H (-3.087, -4.760, 0.996)  0.09
C (1.688, 1.455, -6.399)  -0.11
C (2.789, 0.612, -6.328)  -0.11
C (2.916, -0.277, -5.270)  -0.09
C (1.940, -0.329, -4.286)  -0.10
C (0.840, 0.513, -4.357)  -0.09
C (0.715, 1.407, -5.411)  -0.10
H (1.593, 2.155, -7.220)  0.09
H (3.553, 0.654, -7.095)  0.09
H (3.781, -0.924, -5.205)  0.10
H (2.044, -1.014, -3.456)  0.09
H (0.085, 0.480, -3.582)  0.10
H (-0.139, 2.072, -5.458)  0.09
C (-4.356, 7.903, 1.136)  -0.10
C (-5.214, 8.163, 2.196)  -0.11
C (-5.116, 7.420, 3.364)  -0.10
C (-4.160, 6.420, 3.474)  -0.09
C (-3.298, 6.163, 2.417)  -0.08
C (-3.397, 6.906, 1.249)  -0.10
H (-4.434, 8.478, 0.222)  0.10
H (-5.960, 8.943, 2.110)  0.10
H (-5.789, 7.619, 4.189)  0.10
H (-4.084, 5.837, 4.383)  0.10
H (-2.554, 5.383, 2.502)  0.09
H (-2.728, 6.699, 0.423)  0.11
C (-4.197, 2.794, -1.032)  -0.09
C (-4.138, 2.114, -2.240)  -0.10
C (-4.225, 2.812, -3.437)  -0.10
C (-4.367, 4.193, -3.425)  -0.10
C (-4.421, 4.874, -2.217)  -0.10
C (-4.339, 4.175, -1.021)  -0.09
H (-4.125, 2.248, -0.100)  0.10
H (-4.018, 1.038, -2.248)  0.09
H (-4.178, 2.280, -4.378)  0.10
H (-4.428, 4.738, -4.358)  0.10
H (-4.524, 5.952, -2.207)  0.10
H (-4.382, 4.706, -0.079)  0.08